1.
The following is a DFT calculation (ωB97M-V/def2-TZVPD) of a molecular structure, C28H19BrCl3FeN3O5S3Si at a distorted geometry.

HOMO (alpha / beta): -5.910 / -5.969 eV
Net charge: -1
ΔE to the lowest compared entry with this formula, charge and spin: 0.346 eV
HOMO-LUMO gap (alpha / beta): 8.09 / 6.60 eV
Spin multiplicity: 6

Structure (XYZ):
```
64
Properties=species:S:1:pos:R:3:mulliken_spin:R:1
Fe -0.496 -0.044 0.016 4.20
O 0.643 2.176 0.525 0.03
C -0.297 3.161 0.968 0.01
C -1.780 2.540 0.908 0.00
O -2.697 3.234 1.299 0.02
O -1.836 1.334 0.424 0.10
C -0.024 3.540 2.423 0.01
C -0.502 2.733 3.454 0.00
C -0.291 3.087 4.780 0.00
C 0.424 4.236 5.090 0.00
C 0.960 5.009 4.070 0.00
C 0.732 4.664 2.743 0.00
C -0.333 4.325 0.000 -0.01
C 0.329 4.254 -1.217 0.00
C 0.232 5.293 -2.136 0.00
C -0.539 6.408 -1.853 0.00
C -1.204 6.486 -0.632 0.00
C -1.096 5.458 0.291 0.00
H 0.957 1.681 1.306 0.01
H -1.052 1.828 3.220 0.00
H -0.699 2.470 5.573 0.00
H 0.559 4.528 6.126 0.00
H 1.552 5.886 4.307 0.00
H 1.150 5.267 1.946 0.00
H 0.925 3.383 -1.450 0.00
H 0.755 5.225 -3.084 0.00
H -0.630 7.210 -2.576 0.00
H -1.821 7.349 -0.406 0.00
H -1.628 5.513 1.230 0.00
Cl 2.630 0.928 -1.507 0.03
Si 0.765 0.154 -2.069 0.21
Cl 1.305 -1.548 -3.128 0.03
Cl 0.161 1.473 -3.565 0.03
Br 5.677 -4.020 2.391 0.00
C 4.161 -3.062 2.995 0.00
C 3.904 -2.976 4.355 0.00
N 2.855 -2.313 4.840 0.00
C 2.037 -1.714 3.974 0.00
C 2.221 -1.763 2.601 0.02
C 3.309 -2.459 2.095 0.00
C 1.259 -1.116 1.665 -0.04
O 1.089 -1.616 0.534 0.05
O 0.635 -0.083 2.033 0.04
H 4.556 -3.455 5.076 0.00
H 1.190 -1.176 4.388 0.00
H 3.461 -2.522 1.026 0.00
S -2.006 -7.240 -1.028 0.00
C -2.040 -5.589 -1.179 0.00
S -2.142 -4.547 0.204 0.01
C -2.080 -3.128 -0.826 0.00
N -1.982 -3.423 -2.065 0.03
N -1.965 -4.788 -2.286 0.00
C -1.852 -5.172 -3.672 0.00
C -2.319 -6.391 -4.150 0.00
C -2.194 -6.687 -5.502 0.00
C -1.627 -5.777 -6.380 0.00
C -1.181 -4.554 -5.898 0.00
C -1.289 -4.247 -4.553 0.00
S -2.278 -1.537 -0.179 0.22
H -2.774 -7.100 -3.482 0.00
H -2.551 -7.642 -5.872 0.00
H -1.542 -6.016 -7.434 0.00
H -0.742 -3.833 -6.578 0.00
H -0.946 -3.298 -4.170 0.00
```


2.
The following is a DFT calculation (ωB97M-V/def2-TZVPD) of a molecular structure, C28H19BrF2N4O10S2W.

HOMO: -14.750 eV
Net charge: +2
ΔE to the lowest compared entry with this formula, charge and spin: 0.086 eV
HOMO-LUMO gap: 5.78 eV

Structure (XYZ):
```
67
Properties=species:S:1:pos:R:3:lowdin_charge:R:1
W -0.159 -0.250 -0.288 2.05
C 1.436 -0.389 3.444 0.06
C 1.460 -1.446 2.405 -0.27
N 0.697 -1.555 1.310 0.06
C 1.035 -2.770 0.724 -0.14
C 1.996 -3.385 1.441 -0.02
N 2.219 -2.543 2.498 0.23
C 2.852 -4.610 1.341 -0.44
O 2.716 -5.381 0.283 0.19
O 3.636 -4.796 2.227 0.17
C 0.489 -3.055 -0.590 -0.45
O 0.687 -4.029 -1.240 0.22
O -0.286 -2.005 -1.011 -0.23
H 0.864 0.466 3.110 0.06
H 2.449 -0.068 3.688 0.11
H 0.977 -0.782 4.352 0.11
H 2.914 -2.755 3.208 0.20
H 2.031 -5.067 -0.339 0.10
F -4.355 -3.672 0.543 0.13
C -3.788 -2.536 0.931 -0.24
C -2.571 -2.188 0.365 0.00
C -1.960 -1.012 0.750 -0.16
C -2.570 -0.189 1.690 -0.13
C -3.801 -0.576 2.215 -0.19
F -4.419 0.207 3.104 0.11
C -4.434 -1.744 1.854 0.12
C -1.837 1.008 2.061 -0.19
C -2.191 1.907 3.058 0.05
C -1.381 2.993 3.326 0.02
C -0.219 3.175 2.587 0.00
C 0.087 2.262 1.613 -0.11
N -0.694 1.185 1.350 -0.03
H -2.157 -2.861 -0.367 0.12
H -5.389 -2.018 2.278 0.16
H -3.095 1.754 3.622 0.12
H -1.657 3.692 4.104 0.14
H 0.444 4.010 2.759 0.13
H 0.973 2.378 1.020 0.11
O -0.027 2.071 -3.504 -0.17
S 0.586 1.527 -2.353 0.66
O -0.094 1.868 -1.050 -0.38
O 0.526 0.011 -2.229 -0.40
C 2.293 1.938 -2.338 -0.23
C 2.669 2.988 -3.156 -0.01
C 4.018 3.309 -3.277 -0.01
C 4.975 2.573 -2.607 0.00
C 4.605 1.524 -1.767 -0.01
C 3.270 1.202 -1.631 -0.22
S 2.864 -0.040 -0.447 0.62
O 3.904 -0.145 0.513 -0.20
O 2.387 -1.260 -1.052 -0.26
O 1.584 0.600 0.192 -0.51
H 1.915 3.531 -3.710 0.13
H 4.312 4.135 -3.909 0.13
H 6.023 2.814 -2.723 0.13
H 5.345 0.970 -1.204 0.13
Br -5.050 1.577 -4.679 0.91
C -3.840 0.979 -3.405 -0.66
C -3.049 -0.133 -3.648 -0.05
C -2.130 -0.515 -2.701 -0.08
N -1.988 0.140 -1.533 -0.08
C -2.781 1.199 -1.288 -0.08
C -3.712 1.644 -2.190 -0.05
H -3.133 -0.692 -4.570 0.13
H -1.493 -1.370 -2.865 0.13
H -2.660 1.697 -0.339 0.12
H -4.323 2.504 -1.954 0.13
```


3.
The following is a DFT calculation (ωB97M-V/def2-TZVPD) of a molecular structure, C28H20AsBrNO2PbS2Te.

HOMO: -10.908 eV
Net charge: +1
ΔE to the lowest compared entry with this formula, charge and spin: 0.000 eV
HOMO-LUMO gap: 7.54 eV

Structure (XYZ):
```
57
Properties=species:S:1:pos:R:3:lowdin_charge:R:1
Pb -1.138 0.483 -0.279 1.03
Br -4.753 -0.485 0.146 0.77
C -4.071 0.366 1.694 -0.73
C -4.895 0.632 2.775 -0.07
C -4.317 1.238 3.880 -0.01
C -2.963 1.549 3.867 0.03
C -2.229 1.247 2.735 -0.18
N -2.788 0.663 1.666 -0.05
C -0.734 1.548 2.664 -0.61
O -0.182 2.039 3.619 0.10
O -0.162 1.262 1.528 -0.36
H -5.942 0.371 2.747 0.11
H -4.921 1.463 4.748 0.12
H -2.459 2.014 4.701 0.13
S 1.499 -0.460 -1.670 0.40
C 2.456 -1.326 -0.438 -0.66
C 3.837 -1.392 -0.592 -0.10
C 4.604 -2.109 0.312 -0.05
C 3.994 -2.768 1.372 -0.05
C 2.616 -2.709 1.523 -0.08
C 1.838 -1.988 0.621 -0.40
As -0.082 -1.944 0.855 1.24
C -0.727 -3.501 -0.092 -0.38
C -2.104 -3.688 -0.193 -0.13
C -2.610 -4.776 -0.886 -0.07
C -1.744 -5.675 -1.491 -0.07
C -0.374 -5.488 -1.400 -0.06
C 0.139 -4.403 -0.701 -0.08
C -0.324 -2.309 2.730 -0.38
C 0.199 -1.402 3.647 -0.11
C 0.008 -1.610 5.004 -0.06
C -0.701 -2.719 5.445 -0.07
C -1.216 -3.625 4.530 -0.07
C -1.030 -3.424 3.168 -0.09
H 4.303 -0.879 -1.423 0.11
H 5.677 -2.156 0.185 0.12
H 4.589 -3.327 2.081 0.12
H 2.147 -3.223 2.353 0.11
H -2.791 -2.988 0.274 0.07
H -3.680 -4.920 -0.957 0.11
H -2.138 -6.523 -2.034 0.11
H 0.302 -6.188 -1.872 0.11
H 1.211 -4.271 -0.630 0.10
H 0.767 -0.540 3.316 0.10
H 0.416 -0.902 5.713 0.12
H -0.848 -2.880 6.505 0.11
H -1.762 -4.493 4.873 0.11
H -1.436 -4.137 2.462 0.10
Te 1.839 1.896 -1.053 1.07
C 1.612 2.524 -3.009 -1.01
C 0.466 3.018 -3.584 -0.24
C 0.649 3.374 -4.938 -0.18
C 1.925 3.144 -5.366 -0.40
S 2.904 2.486 -4.140 0.96
H -0.464 3.138 -3.048 0.10
H -0.124 3.788 -5.567 0.11
H 2.329 3.329 -6.349 0.08
```


4.
The following is a DFT calculation (ωB97M-V/def2-TZVPD) of a molecular structure, C28H20AsF6N5W.

HOMO (alpha / beta): -16.670 / -17.446 eV
Net charge: +3
ΔE to the lowest compared entry with this formula, charge and spin: 0.000 eV
HOMO-LUMO gap (alpha / beta): 6.93 / 6.03 eV
Spin multiplicity: 4

Structure (XYZ):
```
61
Properties=species:S:1:pos:R:3:mulliken_spin:R:1
W 0.417 0.325 -0.103 1.78
C 4.718 -0.335 0.844 -0.02
C 3.542 -0.102 0.141 0.04
N 2.337 -0.428 0.609 0.00
C 2.254 -0.989 1.846 0.09
C 3.383 -1.229 2.629 -0.03
C 4.644 -0.890 2.098 0.05
C 3.218 -1.822 3.913 0.27
C 1.959 -2.192 4.359 0.02
C 0.835 -1.986 3.582 0.15
C 0.926 -1.359 2.317 0.12
N -0.042 -1.051 1.466 0.25
C -1.350 -1.552 1.392 -0.02
C -2.234 -1.872 2.391 0.09
C -3.451 -2.505 2.059 -0.02
C -3.743 -2.840 0.765 0.08
C -2.854 -2.494 -0.285 -0.03
C -3.054 -2.837 -1.642 0.03
C -2.113 -2.473 -2.568 -0.02
C -1.016 -1.701 -2.172 0.04
N -0.798 -1.337 -0.914 0.01
C -1.687 -1.793 0.039 0.05
H 5.666 -0.059 0.404 0.00
H 3.576 0.392 -0.821 0.00
H 5.539 -1.067 2.682 0.00
H 4.090 -1.995 4.530 -0.01
H 1.852 -2.660 5.328 0.01
H -0.120 -2.334 3.948 0.00
H -2.028 -1.633 3.425 0.00
H -4.144 -2.752 2.852 0.00
H -4.656 -3.372 0.526 0.00
H -3.935 -3.397 -1.932 0.00
H -2.208 -2.749 -3.609 0.00
H -0.306 -1.370 -2.916 0.00
C -3.357 2.592 0.057 -0.01
C -3.451 3.125 -1.218 0.02
C -2.483 2.807 -2.164 0.00
C -1.446 1.969 -1.810 0.03
N -1.355 1.459 -0.561 -0.06
C -2.291 1.767 0.350 0.03
C -0.360 1.558 -2.730 0.03
C -0.272 1.965 -4.048 0.00
C 0.787 1.529 -4.833 0.00
C 1.743 0.684 -4.283 -0.01
C 1.606 0.313 -2.965 -0.01
N 0.581 0.736 -2.200 -0.01
H -4.087 2.820 0.820 0.00
H -4.266 3.787 -1.480 0.00
H -2.549 3.221 -3.159 0.00
H -2.159 1.349 1.340 0.00
H -1.017 2.621 -4.471 0.00
H 0.863 1.846 -5.865 0.00
H 2.580 0.322 -4.863 0.00
H 2.314 -0.359 -2.497 0.00
F 1.537 2.118 -0.235 0.02
As 1.408 3.103 1.443 0.01
F -0.045 3.656 0.769 0.00
F 2.327 4.356 0.843 0.00
F 1.018 3.539 3.005 0.00
F 2.734 2.142 1.887 0.00
F 0.420 1.432 1.683 0.02
```


Question: What is the formula in the first record?
Answer: C28H19BrCl3FeN3O5S3Si